(1)
47
Properties=species:S:1:pos:R:3 method="wB97M-V/def2-TZVPD" homo_energy_ha=-0.506 total_charge=+2 e_lumo_ha=-0.2517 gap_ev=6.9
Ir 1.3561 -0.4385 -0.2857
N 0.2363 -2.0914 -0.8981
C -0.8768 -2.2837 0.0294
C -1.8979 -3.1627 -0.1764
C -2.9093 -3.3032 0.8001
C -2.8618 -2.5825 1.9597
C -1.8086 -1.6648 2.1914
C -1.6828 -0.8922 3.3676
C -0.6244 -0.0345 3.5033
C 0.3007 0.0847 2.4592
N 0.2020 -0.6093 1.3401
C -0.8269 -1.5088 1.1979
H -0.1209 -1.9425 -1.8434
H 0.8052 -2.9385 -0.9230
H -1.9388 -3.7577 -1.0810
H -3.7185 -3.9975 0.6228
H -3.6273 -2.7025 2.7151
H -2.4210 -0.9900 4.1535
H -0.4872 0.5645 4.3916
H 1.1289 0.7745 2.5416
N 2.4192 1.3147 0.2479
H 1.7668 2.1004 0.2730
H 3.1071 1.5551 -0.4655
H 2.9299 1.3081 1.1278
C 2.6274 -2.6837 1.9229
O 2.7772 -1.9868 0.6595
H 3.1928 -2.1842 2.7076
H 2.9639 -3.7124 1.8157
H 1.5703 -2.6720 2.1709
H 3.7092 -1.9782 0.4140
C -1.4472 4.4877 -1.4388
C -1.3689 3.7195 -0.2601
C -0.7768 2.4862 -0.2780
C -0.2373 1.9642 -1.4778
C 0.4010 0.6991 -1.5582
C 0.8994 0.2291 -2.7564
C 0.8707 1.0353 -3.9260
C 0.2624 2.2494 -3.8700
C -0.3099 2.7398 -2.6634
C -0.9320 4.0081 -2.6107
H -1.9212 5.4592 -1.4121
H -1.7899 4.1068 0.6581
H -0.7555 1.8859 0.6245
H 1.3235 -0.7778 -2.8450
H 1.2874 0.6612 -4.8505
H 0.1950 2.8649 -4.7580
H -0.9916 4.5972 -3.5170

(2)
11
Properties=species:S:1:pos:R:3 method="wB97M-V/def2-TZVPD" de_lowest_kcal_mol=76.1 homo_energy_ha="-0.264 / -0.288" total_charge=0 e_lumo_ha="0.0284 / 0.0335" gap_ev="7.9 / 8.8"
N 0.9773 -0.5412 0.9541
N -0.9469 -0.3052 -1.5225
N 1.4781 0.6161 0.9727
N -0.8550 0.1783 -0.1795
O -0.6742 1.4174 -0.0862
H 0.6225 -0.9648 1.7374
H 0.7168 -0.8195 0.0739
H -0.8397 0.5358 -2.1101
H -0.3443 -0.9905 -2.0154
H 1.4370 1.1973 1.8039
H -1.5715 -0.3237 0.3717

(3)
43
Properties=species:S:1:pos:R:3 method="wB97M-V/def2-TZVPD" de_lowest_kcal_mol=0.0 homo_energy_ha=-0.248 total_charge=-1 e_lumo_ha=0.1232 gap_ev=10.1
F -8.2571 -2.6083 -8.1846
C -8.1558 -2.8052 -11.6794
O -7.2786 -3.4277 -10.7436
H -9.1975 -3.1190 -11.5486
H -8.1197 -1.7092 -11.6157
H -7.8300 -3.0863 -12.6858
H -7.6120 -3.2080 -9.8514
C -8.0297 0.9176 -9.9354
O -9.0395 -0.0078 -9.6649
H -8.4125 1.6207 -10.6787
H -7.7539 1.4901 -9.0410
H -7.1227 0.4416 -10.3198
H -8.6327 -0.7710 -9.2159
C -8.0369 -5.2544 -6.1345
C -6.8839 -5.5286 -7.0820
O -6.1956 -4.3405 -7.4868
O -9.2791 -4.9725 -6.8031
H -7.7601 -4.3961 -5.5038
H -8.2281 -6.1158 -5.4901
H -7.2692 -6.0486 -7.9710
H -6.1554 -6.1859 -6.5954
H -6.9076 -3.7176 -7.7402
H -9.1396 -4.2067 -7.3981
C -7.7506 -0.7010 -5.2132
C -6.3562 -1.0165 -5.6520
O -6.1847 -0.9634 -7.0199
O -8.6787 -1.7095 -5.5735
H -8.0764 0.2741 -5.6170
H -7.7645 -0.6179 -4.1218
H -6.1077 -2.0147 -5.2538
H -5.6498 -0.3044 -5.2169
H -6.7691 -1.6402 -7.4319
H -8.5358 -1.9498 -6.5175
C -11.6586 -2.4669 -7.9008
C -13.0594 -2.1201 -8.2946
O -13.1752 -0.7817 -8.7383
O -10.8823 -2.5616 -9.0509
H -11.6677 -3.3911 -7.2944
H -11.3225 -1.6723 -7.2112
H -13.7251 -2.2606 -7.4418
H -13.4335 -2.7918 -9.0874
H -12.5348 -0.6771 -9.4514
H -9.9374 -2.6269 -8.7765

(4)
97
Properties=species:S:1:pos:R:3 method="wB97M-V/def2-TZVPD" homo_energy_ha=-0.430 total_charge=+2 e_lumo_ha=-0.1573 gap_ev=7.4
Zn 1.1999 0.0587 1.7297
C 0.6881 -4.4568 4.0305
O 0.1850 -3.5404 3.4475
N 0.5940 -4.6277 5.3324
N 1.4770 -5.3501 3.4856
H 1.1568 -5.2452 5.8999
H 0.0369 -4.0064 5.9013
H 1.7590 -5.2324 2.5230
H 1.9450 -6.0852 3.9962
C 3.9012 2.0047 1.6445
O 2.9543 1.2465 1.7898
N 4.9421 1.9951 2.4207
N 4.0454 2.9418 0.6563
H 5.0420 1.4738 3.2800
H 5.6695 2.6608 2.2019
H 4.5967 3.7649 0.8531
H 3.5125 2.8826 -0.1996
C -0.0394 2.6525 0.7349
O 0.1377 1.4428 0.8817
N -0.8149 3.3478 1.4851
N 0.5328 3.4289 -0.1862
H -0.9683 4.2984 1.1802
H -1.4050 2.9437 2.1983
H 1.2153 3.0519 -0.8282
H 0.4297 4.4333 -0.1602
C -4.8962 5.2392 -5.0957
O -4.7648 3.8423 -5.0419
C -5.9012 3.1571 -4.5972
C -5.6053 1.6043 -4.6186
N -4.9488 1.1813 -3.3861
C -4.3299 -0.1315 -3.6205
C -2.8777 -0.0188 -4.0572
O -2.1098 0.8855 -3.1500
C -1.4619 0.2129 -2.1371
H -3.8742 5.6176 -5.1155
H -5.4467 5.7834 -4.3284
H -5.2762 5.4424 -6.0969
H -6.7957 3.4814 -5.1290
H -6.0352 3.4149 -3.5466
H -4.9493 1.3411 -5.4484
H -6.4310 0.9363 -4.8636
H -4.2137 1.8338 -3.1540
H -4.9564 -0.6292 -4.3608
H -4.3823 -0.6094 -2.6423
H -2.8797 0.4784 -5.0272
H -2.3940 -0.9929 -4.1296
H -2.2177 -0.3870 -1.6302
H -1.0832 0.9946 -1.4785
H -0.6987 -0.5032 -2.4419
C 1.1974 2.1782 4.2694
O 0.7427 1.0599 3.4770
C -0.3501 0.3684 4.1064
C -1.2328 -0.3009 3.1112
N -0.4731 -1.1328 2.1827
C -1.4918 -1.6026 1.1924
C -1.0269 -2.8146 0.3288
O -0.0337 -2.4796 -0.6212
C 0.6186 -3.6397 -1.2011
H 0.4057 2.9200 4.3739
H 2.0580 2.5887 3.7411
H 1.5399 1.8297 5.2438
H -0.9849 1.1254 4.5671
H 0.0118 -0.3556 4.8364
H -1.7540 0.4358 2.4999
H -1.9905 -0.9264 3.5832
H -0.2318 -1.9380 2.7427
H -1.8522 -0.7050 0.6900
H -2.3080 -2.0001 1.7957
H -1.8711 -3.3309 -0.1284
H -0.4717 -3.4615 1.0080
H 0.8575 -4.4060 -0.4636
H 1.5518 -3.5087 -1.7488
H -0.0375 -4.1294 -1.9207
C 2.5726 -1.3950 3.9875
O 2.3799 -1.2464 2.6065
C 2.8816 -2.2771 1.7968
C 3.1882 -1.6629 0.4494
N 1.9956 -0.8653 0.0603
C 2.1464 0.0854 -1.0321
C 2.3281 -0.5810 -2.3937
O 2.4744 0.5172 -3.2176
C 2.7381 -0.0211 -4.4937
H 3.5085 -1.9366 4.1250
H 1.8292 -2.0936 4.3715
H 2.5615 -0.4012 4.4350
H 2.0585 -2.9917 1.7928
H 3.7147 -2.7808 2.2871
H 3.4475 -2.4006 -0.3100
H 4.0988 -1.0670 0.5114
H 1.3604 -1.5093 -0.3889
H 3.0496 0.6819 -0.9039
H 1.3582 0.8307 -1.1392
H 1.4401 -1.1753 -2.6089
H 3.1938 -1.2319 -2.2711
H 3.7171 -0.4798 -4.3554
H 2.8121 0.7052 -5.3032
H 2.0084 -0.7366 -4.8728

(5)
31
Properties=species:S:1:pos:R:3 method="wB97M-V/def2-TZVPD" de_lowest_kcal_mol=15.9 spin_multiplicity=2 homo_energy_ha="-0.476 / -0.476" total_charge=+1 e_lumo_ha="-0.2152 / -0.2174" gap_ev="7.1 / 7.0"
V -0.0506 -1.3588 -0.9261
S 0.2314 -3.2719 0.2247
C -1.1668 -3.7941 -0.6497
C -2.0302 -4.7569 -0.0143
N -2.7137 -5.5347 0.4858
C -1.4446 -3.3266 -1.9100
S -0.3116 -2.3769 -2.8497
C -2.6860 -3.6671 -2.5606
N -3.6823 -3.9260 -3.0732
O -1.4034 -0.6043 0.0911
C -1.2429 0.3189 0.9346
C -0.0005 0.9268 1.2612
C -0.0007 1.9141 2.2574
C 1.1860 2.4889 2.5935
C 2.3802 2.1355 1.9784
C 2.3954 1.1746 0.9835
C 1.2133 0.5723 0.6352
O 1.1940 -0.3927 -0.3320
N 1.2061 3.5261 3.6510
O 0.1501 3.7826 4.1800
O 2.2950 3.9093 4.0098
H -2.1378 0.6721 1.4426
H -0.9113 2.2236 2.7552
H 3.2931 2.6247 2.2910
H 3.3112 0.8907 0.4842
C 0.4943 1.0075 -3.1609
O -0.4591 0.6744 -2.1223
H 0.4988 2.0777 -3.3433
H 0.2635 0.4745 -4.0806
H 1.4728 0.7077 -2.8040
H -1.3436 0.9081 -2.4326

(6)
36
Properties=species:S:1:pos:R:3 method="wB97M-V/def2-TZVPD" de_lowest_kcal_mol=34.9 smiles="CCC(=O)N(C)CC.O.O.O.O.O" homo_energy_ha=-0.348 total_charge=0 e_lumo_ha=0.0016 gap_ev=9.5
C 0.1918 -3.2385 -0.8484
C 0.9497 -1.8406 -0.8305
C 0.8471 -1.2444 0.5532
O -0.0911 -1.5389 1.2800
N 1.7569 -0.2823 0.9613
C 1.5840 0.1914 2.3368
C 3.1350 -0.3086 0.4004
C 3.8394 1.0243 0.5418
H -0.7954 -2.9766 -1.2269
H 0.0487 -3.6481 0.1451
H 0.6703 -3.9648 -1.4978
H 1.9275 -2.0667 -1.2410
H 0.3241 -1.2458 -1.4932
H 1.0436 1.1430 2.2487
H 2.5305 0.4310 2.8129
H 1.0023 -0.4870 2.9484
H 3.6651 -1.1199 0.9143
H 2.9977 -0.6204 -0.6281
H 3.8635 1.5910 -0.3862
H 4.8139 1.0413 1.0354
H 3.3414 1.6640 1.2802
O 0.3564 1.0932 -4.2885
H 1.1496 1.6220 -4.1760
H -0.1511 1.1926 -3.4662
O -3.3082 1.8595 0.7557
H -3.4324 2.6995 1.2117
H -2.5639 1.4765 1.2352
O -3.4567 -2.5602 3.1194
H -3.6023 -2.9842 2.2676
H -2.7804 -1.9027 2.9216
O -2.2252 4.4089 -0.8196
H -1.6459 4.1000 -0.1147
H -1.7678 5.1999 -1.1287
O -1.6033 0.8040 -2.3114
H -2.4973 0.9090 -2.6519
H -1.7299 0.7675 -1.3569

(7)
152
Properties=species:S:1:pos:R:3 method="wB97M-V/def2-TZVPD" de_lowest_kcal_mol=0.0 smiles="COP(=O)(OC)OC.COP(=O)(OC)OC.COP(=O)(OC)OC.COP(=O)(OC)OC.CCCC#N.CCCC#N.CCCC#N.CCCC#N.CCCC#N.CCCC#N.CCCC#N" homo_energy_ha=-0.383 total_charge=0 e_lumo_ha=0.0058 gap_ev=10.6
C -10.3481 1.4599 33.4755
O -11.5201 2.0692 32.8394
P -12.1529 1.4999 31.5523
O -13.3247 2.2064 31.0884
O -10.9456 1.4166 30.5372
C -10.7060 2.6014 29.6602
O -12.3332 0.0118 31.9353
C -13.0283 -0.9127 31.0299
H -9.5562 1.3197 32.7714
H -10.5696 0.5800 34.0648
H -10.0619 2.2462 34.1755
H -9.6126 2.6960 29.7052
H -11.1931 3.5462 30.0279
H -11.0634 2.2919 28.6675
H -12.8158 -0.6647 30.0039
H -14.0928 -0.9085 31.2458
H -12.6254 -1.8721 31.3396
C -9.5898 -7.9404 24.2805
O -8.7379 -6.7665 24.1654
P -8.2871 -5.9811 25.4339
O -9.2398 -5.8051 26.5016
O -6.9854 -6.7421 25.8447
C -6.4200 -6.3778 27.1307
O -7.6815 -4.6647 24.8056
C -8.5710 -3.5406 24.7221
H -10.2430 -7.9501 25.1576
H -8.9621 -8.8133 24.2293
H -10.2088 -7.9029 23.3749
H -5.3485 -6.3657 26.8851
H -6.6603 -7.2147 27.7724
H -6.7638 -5.3942 27.4807
H -9.5929 -3.7353 25.0686
H -8.5615 -3.2472 23.6718
H -8.1620 -2.7730 25.3722
C -5.7190 5.9990 28.2685
O -5.0548 5.6331 27.0932
P -3.5134 5.9964 26.8145
O -2.6515 5.7890 28.0039
O -3.2276 5.1085 25.5886
C -3.1207 3.6472 25.6752
O -3.5037 7.4019 26.1623
C -3.4879 8.6367 26.8932
H -5.0812 5.7699 29.1307
H -6.6373 5.3903 28.2507
H -6.0159 7.0522 28.2560
H -2.8955 3.3189 24.6530
H -4.0929 3.2258 25.9785
H -2.3138 3.3865 26.3511
H -2.8168 8.5223 27.7530
H -4.5002 8.9049 27.1936
H -3.0813 9.3765 26.1881
C -6.0991 6.1304 23.8713
O -7.2746 6.9728 23.5581
P -7.3960 8.3468 24.2937
O -6.1881 9.1597 24.2469
O -8.6538 9.0051 23.6729
C -8.5505 9.8058 22.4579
O -7.8953 7.9942 25.7424
C -9.0221 7.1062 25.9921
H -6.2316 5.2616 23.2434
H -6.0839 5.8308 24.9303
H -5.1737 6.6596 23.6214
H -8.6137 9.1304 21.5936
H -7.6331 10.4214 22.4859
H -9.4403 10.4423 22.5630
H -8.9884 6.2094 25.3543
H -9.9939 7.5671 25.8758
H -8.9503 6.7471 27.0197
C -8.6119 -0.7209 30.8044
C -7.5748 -1.7787 30.9955
C -7.8238 -3.0114 30.1067
C -7.7047 -2.6017 28.7057
N -7.5050 -2.1146 27.6862
H -9.5578 -1.0383 31.2602
H -8.8219 -0.5148 29.7652
H -8.4094 0.2362 31.3082
H -7.5094 -2.1473 32.0395
H -6.5922 -1.4056 30.6912
H -8.8517 -3.3283 30.2071
H -7.1150 -3.8050 30.3436
C -8.6250 1.1648 18.0539
C -8.0016 -0.1521 18.5571
C -8.2823 -0.4414 20.0453
C -9.7213 -0.6583 20.2231
N -10.8382 -0.7259 20.2585
H -8.2611 1.9879 18.6546
H -9.7286 1.1731 18.0931
H -8.2932 1.3341 17.0185
H -6.9237 -0.1728 18.5477
H -8.3563 -0.9347 17.8988
H -7.8403 0.3430 20.6470
H -7.8845 -1.4166 20.3766
C -11.1951 3.2035 19.9509
C -10.1962 3.3658 21.0820
C -10.7191 2.9509 22.4672
C -11.9389 3.6789 22.8094
N -12.9032 4.2325 23.0632
H -11.5094 2.1528 19.9248
H -10.6085 3.4244 19.0518
H -12.0529 3.8527 20.0516
H -9.8856 4.4214 21.0592
H -9.3396 2.7292 20.8882
H -9.9490 3.1217 23.2468
H -10.9352 1.8787 22.4856
C -4.0831 -3.4814 25.9760
C -2.9081 -2.6978 26.6429
C -3.4262 -1.4497 27.4190
C -3.8699 -0.3728 26.5596
N -4.1912 0.4412 25.8342
H -4.8054 -3.7540 26.7535
H -3.7168 -4.3872 25.4932
H -4.5950 -2.8589 25.2379
H -2.1397 -2.3573 25.9470
H -2.3729 -3.3497 27.3696
H -2.6238 -0.9605 27.9684
H -4.1602 -1.7587 28.1579
C -7.7438 2.9225 25.9785
C -8.5012 1.6346 26.3402
C -7.8819 0.4243 25.6081
C -8.0856 0.6171 24.1712
N -8.2691 0.8416 23.0658
H -7.8393 3.2485 24.9416
H -6.6752 2.7565 26.1777
H -8.0978 3.7225 26.6360
H -9.5516 1.7391 26.1024
H -8.4325 1.4619 27.4157
H -8.3159 -0.5352 25.9167
H -6.8245 0.3263 25.8604
C -5.5498 1.0170 29.3023
C -4.8303 2.2826 28.8625
C -4.2806 3.1724 30.0190
C -3.5510 2.3432 30.9738
N -2.9550 1.6023 31.6218
H -4.9728 0.4475 30.0168
H -5.7320 0.4153 28.3987
H -6.5045 1.3071 29.7155
H -5.5086 2.8773 28.2361
H -4.0082 2.0327 28.1775
H -5.1037 3.6554 30.5438
H -3.6290 3.9338 29.5742
C -13.5055 1.6856 27.5499
C -13.8760 3.1119 27.6863
C -13.4354 4.0330 26.5074
C -11.9663 4.0294 26.4125
N -10.8240 3.9587 26.4253
H -13.9857 1.1657 26.7131
H -13.7508 1.1181 28.4495
H -12.4396 1.5825 27.3515
H -13.4918 3.4221 28.6763
H -14.9500 3.2322 27.7438
H -13.7490 5.0750 26.5547
H -13.8800 3.6874 25.5681

(8)
8
Properties=species:S:1:pos:R:3 method="wB97M-V/def2-TZVPD" de_lowest_kcal_mol=45.7 homo_energy_ha=-0.337 total_charge=0 e_lumo_ha=0.0195 gap_ev=9.7
N 1.2073 -0.8285 -0.0825
N 0.7021 1.3973 -0.2771
N 0.4381 0.2033 -0.1849
P -1.4228 0.2273 -0.2172
H 0.5053 -1.5617 -0.1079
H 1.6263 1.6553 -0.1104
H -1.6740 0.0283 1.1900
H -1.3823 -1.1213 -0.2099